# 1
Entry from the Open Molecules 2025 dataset: a structure of composition C24H31MoN4O4S2 (ωB97M-V/def2-TZVPD).

The geometry in XYZ format:
```
66
Properties=species:S:1:pos:R:3:forces:R:3:lowdin_charge:R:1
Mo 0.211251 -0.144099 -0.589137 -0.59 -0.04 0.00 1.805
C -3.243473 6.582598 -4.104437 -0.01 0.01 0.00 -0.012
C -2.554744 5.558588 -3.262524 0.00 -0.01 0.01 -0.209
C -1.615131 5.936276 -2.299085 0.00 0.00 -0.01 0.011
C -0.990498 4.997540 -1.504439 -0.02 0.00 0.02 -0.019
C -1.327022 3.651819 -1.682424 0.02 -0.04 -0.05 -0.329
C -2.264158 3.239361 -2.637753 -0.02 -0.02 0.01 -0.035
C -2.865869 4.197866 -3.416839 0.00 0.01 0.00 0.003
S -0.551953 2.503655 -0.699479 0.14 0.05 0.07 0.702
O 0.231355 3.082763 0.340616 -0.04 0.12 -0.02 -0.238
O -1.465335 1.380875 -0.330073 0.21 -0.17 0.00 -0.387
N 0.472386 1.469479 -1.603772 -0.01 0.10 0.08 -0.222
C 1.895189 1.415528 -1.646586 -0.02 0.05 -0.02 -0.358
C 2.830881 2.378386 -1.919466 0.02 -0.02 -0.01 0.050
C 4.159903 1.961104 -1.894884 -0.01 0.00 0.01 0.029
C 4.488318 0.643931 -1.584354 -0.02 -0.01 0.00 0.002
C 3.482231 -0.253595 -1.288267 0.03 0.02 -0.05 -0.059
N 2.199547 0.134865 -1.330824 0.09 0.00 0.07 -0.044
H -2.741250 7.545780 -4.060353 0.00 0.00 0.00 0.093
H -4.268009 6.718710 -3.749501 0.00 0.00 0.00 0.110
H -3.302600 6.258858 -5.143173 0.00 0.00 0.00 0.100
H -1.377231 6.983620 -2.169535 0.00 0.00 0.00 0.136
H -0.275339 5.291454 -0.748360 0.00 0.00 -0.01 0.126
H -2.517053 2.193316 -2.749804 0.00 0.00 0.00 0.116
H -3.597580 3.904137 -4.158100 0.00 0.00 0.00 0.135
H 2.545897 3.394088 -2.153077 0.00 0.00 0.00 0.141
H 4.944902 2.670640 -2.122132 0.00 0.00 0.00 0.141
H 5.518093 0.317348 -1.570513 0.00 0.00 0.00 0.134
H 3.682818 -1.284256 -1.029759 0.00 0.00 0.01 0.132
C -1.067458 -4.997567 -1.320656 0.01 0.00 0.03 0.008
N -0.540670 -3.631096 -1.481468 -0.06 0.03 -0.03 -0.100
C 0.813016 -3.390447 -1.003325 0.02 0.00 0.05 -0.020
C -1.300385 -2.601488 -1.844142 0.06 0.02 -0.11 -0.388
O -0.979975 -1.389043 -1.407619 0.08 -0.05 0.09 -0.215
N -2.369657 -2.692257 -2.604162 0.01 -0.05 0.00 -0.087
C -2.590409 -3.804133 -3.542986 0.00 0.02 -0.01 0.012
C -3.358451 -1.610227 -2.683360 0.01 0.01 0.00 0.017
H -0.688023 -5.390625 -0.378939 -0.01 0.01 0.00 0.109
H -0.747403 -5.650429 -2.130262 0.01 0.00 0.00 0.111
H -2.151004 -4.974034 -1.267001 0.00 -0.01 0.00 0.100
H 1.355893 -4.332423 -1.012032 0.00 0.00 -0.01 0.117
H 0.814621 -3.020850 0.032606 0.01 -0.01 -0.03 0.088
H 1.342653 -2.701792 -1.662258 0.00 0.00 0.00 0.085
H -1.653297 -4.308300 -3.756792 -0.01 -0.01 0.00 0.101
H -2.969133 -3.373692 -4.467781 0.01 0.00 0.00 0.112
H -3.324353 -4.511350 -3.161264 -0.01 0.01 0.00 0.111
H -3.229220 -0.910591 -1.864821 -0.01 -0.01 0.01 0.087
H -4.350282 -2.054545 -2.624902 -0.01 0.01 -0.01 0.114
H -3.257571 -1.093021 -3.637360 0.00 0.01 0.01 0.111
C 1.020541 0.562825 3.749149 0.02 0.01 -0.03 -0.175
S 0.732905 -0.830934 2.681577 -0.13 0.05 0.14 1.115
O 0.763580 -0.109487 1.265603 0.15 -0.11 -0.21 -0.685
C -0.953375 -1.230292 2.942798 0.00 0.03 0.00 -0.434
C -1.970453 -0.301934 2.708911 0.01 -0.03 0.00 -0.070
C -3.272400 -0.678660 2.977965 0.02 -0.02 0.00 -0.029
C -3.541513 -1.948367 3.489590 -0.01 0.01 -0.01 -0.016
C -2.520128 -2.858806 3.717176 0.03 0.00 0.03 -0.032
C -1.206600 -2.508550 3.434439 0.01 0.02 0.02 -0.068
H 0.276676 1.334241 3.562807 -0.02 0.00 -0.01 0.080
H 2.030582 0.919772 3.555597 0.00 0.00 0.01 0.081
H 0.947065 0.181820 4.769178 -0.01 -0.01 0.00 0.094
H -1.754677 0.687010 2.323663 0.02 0.02 0.01 0.107
H -4.080261 0.020483 2.811255 0.00 0.00 0.01 0.127
H -4.562344 -2.223373 3.719752 0.00 0.00 0.00 0.130
H -2.740061 -3.834938 4.127094 0.00 0.00 -0.01 0.128
H -0.396041 -3.202012 3.624694 0.00 -0.01 -0.02 0.120
```
Forces are in eV/Å.

Calculated values
Energy relative to the best compared isomer or geometry (same formula, charge and spin), kcal/mol: 0.0
Total charge: +3
Multiplicity: 3
Orbital gap (alpha / beta), eV: 7.17 / 7.25
LUMO level (alpha / beta), Eh: -0.35668 / -0.35473
HOMO (alpha / beta), eV: -16.873 / -16.906

# 2
Entry from the Open Molecules 2025 dataset: the molecule C5H7ClS (ωB97M-V/def2-TZVPD).

The geometry in XYZ format:
```
14
Properties=species:S:1:pos:R:3:forces:R:3:lowdin_charge:R:1
S 3.019748 -0.978622 -0.790950 -1.68 -0.05 -0.57 0.675
C 1.434989 -0.644196 -1.132191 3.71 0.83 1.51 -0.630
C 0.852657 0.661506 -0.772914 0.32 -1.70 1.03 -0.307
C -0.591527 0.585583 -0.421069 0.11 3.39 2.85 -0.233
C -0.860833 -0.467729 0.577319 -0.24 -1.45 0.03 -0.200
C -1.399794 -0.336958 1.798690 1.30 -2.37 -0.80 -0.615
Cl -1.770431 1.086789 2.637140 -0.25 0.60 0.06 0.641
H 0.828163 -1.334464 -1.579922 -1.41 -1.95 -1.39 0.022
H 1.446508 0.940819 0.054035 0.61 1.12 0.79 0.088
H 1.018174 1.245175 -1.613984 0.30 1.72 -1.48 0.104
H -0.898170 1.676413 -0.022161 0.31 -2.52 -0.96 0.155
H -1.060340 0.371501 -1.303509 -1.92 -0.39 -2.24 0.082
H -0.566066 -1.532717 0.185652 -0.81 1.92 1.23 0.145
H -1.453077 -1.273101 2.383862 -0.31 0.86 -0.08 0.072
```
Forces are in eV/Å.

Calculated values
Energy relative to the best compared isomer or geometry (same formula, charge and spin), kcal/mol: 35.7
Total charge: 0
Multiplicity: 1
Orbital gap, eV: 8.48
LUMO level, Eh: -0.01236
HOMO, eV: -8.817

# 3
Entry from the Open Molecules 2025 dataset: a structure of composition C20H34N2O6PtSeSi2Te (ωB97M-V/def2-TZVPD).

The geometry in XYZ format:
```
67
Properties=species:S:1:pos:R:3:forces:R:3:lowdin_charge:R:1
Pt 0.774034 -1.190782 -0.121926 0.10 -0.29 0.01 0.870
O 7.043648 1.261674 -1.608539 0.00 0.02 -0.03 -0.056
C 6.893966 -0.070216 -1.149744 0.02 -0.03 0.03 -0.210
C 5.432173 -0.364106 -0.931097 0.02 0.02 0.04 -0.200
C 5.006197 -1.678774 -0.905685 0.01 0.01 0.06 0.066
C 3.584685 -2.033909 -0.667077 0.09 -0.04 0.15 -0.387
N 2.725209 -0.908236 -0.424077 -0.03 0.06 -0.10 -0.067
C 3.135139 0.363345 -0.487876 -0.08 -0.09 0.06 -0.209
C 4.533092 0.661640 -0.738106 0.08 -0.02 -0.04 0.080
C 2.126442 1.321938 -0.278593 -0.04 -0.02 -0.04 -0.199
C 2.310973 2.723966 -0.268515 -0.01 0.00 0.02 0.040
C 1.254382 3.569454 -0.089584 0.01 0.01 0.00 -0.199
C 1.442094 5.066063 -0.098267 -0.02 0.00 -0.01 -0.217
O 2.680786 5.483501 0.446893 0.02 0.02 -0.06 -0.057
C -0.038345 3.011214 0.087959 0.00 -0.02 -0.05 -0.022
C -0.177161 1.650561 0.077890 0.03 0.02 0.00 -0.167
N 0.846646 0.801981 -0.090774 -0.08 0.08 0.14 -0.123
H 7.967088 1.410473 -1.827860 0.01 0.01 0.02 0.091
H 7.427271 -0.209795 -0.200358 -0.01 -0.02 -0.04 0.130
H 7.298646 -0.787486 -1.871129 -0.02 0.02 0.00 0.126
H 5.684207 -2.502223 -1.079790 0.01 -0.02 -0.05 0.128
H 3.493763 -2.705437 0.197367 0.02 0.06 -0.04 0.153
H 4.863475 1.686107 -0.800405 0.00 0.00 0.00 0.110
H 3.303944 3.129911 -0.401971 0.00 0.01 -0.01 0.119
H 0.598942 5.542116 0.415933 0.03 -0.02 0.01 0.118
H 1.441705 5.432497 -1.127466 -0.04 -0.01 0.02 0.132
H 2.741679 5.148534 1.346580 0.01 -0.02 0.05 0.093
H -0.907696 3.637783 0.231037 -0.01 0.01 0.00 0.108
H -1.138535 1.180285 0.211233 -0.04 0.05 -0.04 0.051
C -4.003636 -2.773459 3.201765 0.05 0.04 -0.01 -0.187
Si -2.724185 -1.428050 3.446922 -0.03 -0.03 0.03 0.385
C -1.107362 -2.154966 4.046172 -0.04 0.01 -0.04 -0.180
C -3.366566 -0.139891 4.644630 0.02 -0.04 -0.04 -0.181
C -2.408276 -0.582455 1.790443 0.03 -0.04 -0.06 -0.547
Te -1.646512 -1.960458 0.337170 -0.13 0.09 0.31 1.346
C -3.066386 -1.630007 -1.222590 0.13 0.06 -0.08 -0.544
Si -3.306117 0.011346 -2.128148 0.12 0.06 -0.05 0.423
C -3.874430 1.401588 -0.996646 0.00 -0.10 0.00 -0.177
C -4.705781 -0.301417 -3.336000 0.05 -0.05 0.03 -0.182
C -1.714711 0.418132 -3.015247 -0.09 0.00 0.04 -0.164
H -4.203798 -3.294621 4.139491 0.00 0.00 0.03 0.033
H -3.663369 -3.517997 2.480057 0.01 -0.02 -0.02 0.017
H -4.949571 -2.362511 2.843413 -0.02 0.02 -0.01 0.033
H -1.261336 -2.776454 4.929861 -0.01 0.00 0.03 0.035
H -0.391881 -1.373054 4.306841 0.01 0.03 -0.01 0.037
H -0.644900 -2.785318 3.282548 0.00 -0.02 0.00 0.018
H -3.565246 -0.580967 5.622797 0.00 -0.02 0.03 0.032
H -4.298401 0.298792 4.283265 -0.02 0.01 -0.01 0.031
H -2.647617 0.668888 4.784316 0.02 0.02 0.00 0.032
H -1.661123 0.204911 1.889187 -0.06 0.00 0.08 -0.006
H -3.316081 -0.142528 1.377667 -0.06 0.00 -0.01 0.009
H -4.006629 -2.011723 -0.817668 0.02 0.00 0.06 0.013
H -2.735319 -2.356308 -1.971779 -0.03 0.00 -0.04 0.014
H -4.815071 1.143766 -0.504702 -0.03 -0.03 -0.01 0.035
H -4.061116 2.291551 -1.601493 0.00 0.02 -0.02 0.037
H -3.165282 1.679872 -0.220010 0.09 0.01 0.03 0.001
H -5.635082 -0.509275 -2.801380 -0.02 -0.01 0.00 0.032
H -4.492891 -1.155665 -3.980746 0.01 -0.01 -0.02 0.035
H -4.879139 0.563534 -3.978047 0.01 0.04 0.00 0.033
H -0.868993 0.457717 -2.328180 0.05 0.00 0.03 0.002
H -1.773744 1.376342 -3.534232 -0.03 0.03 0.00 0.037
H -1.481224 -0.352395 -3.752426 0.00 -0.03 0.00 0.041
O 0.650572 -2.487007 -2.780661 -0.05 0.01 -0.08 -0.454
Se 1.532376 -3.456875 -1.858146 -0.20 0.08 -0.41 0.899
O 1.668198 -4.962889 -2.346154 0.20 -0.17 0.31 -0.395
O 1.076450 -3.276125 -0.248472 -0.02 0.25 -0.14 -0.654
O 3.165748 -2.776099 -1.829892 -0.06 -0.05 -0.09 -0.237
```
Forces are in eV/Å.

Calculated values
Total charge: 0
Multiplicity: 3
Orbital gap (alpha / beta), eV: 6.07 / 7.35
LUMO level (alpha / beta), Eh: 0.00933 / -0.05833
HOMO (alpha / beta), eV: -5.815 / -8.936

# 4
Entry from the Open Molecules 2025 dataset: the molecule C21H23NO7 (ωB97M-V/def2-TZVPD).

The geometry in XYZ format:
```
52
Properties=species:S:1:pos:R:3:forces:R:3:lowdin_charge:R:1
C 3.920775 -0.814206 1.066087 0.38 0.07 0.10 -0.045
O 2.544398 -0.515376 1.213608 -0.35 -0.02 0.09 -0.057
C 2.262510 0.585841 1.940120 0.41 0.20 0.26 -0.441
O 3.139965 1.251715 2.447585 0.09 -0.14 -0.15 0.091
C 0.821832 0.827908 2.024632 -0.53 -0.08 0.05 -0.024
C 0.264877 1.759647 2.834476 0.51 -0.25 -0.12 -0.203
C 0.992872 2.707721 3.727946 0.18 -0.03 0.00 0.004
N -1.104921 1.859667 2.911922 -0.09 0.30 0.07 0.122
C -1.961787 0.892050 2.445588 -0.03 -0.68 -0.32 -0.200
C -3.367948 0.974812 2.930777 -0.14 0.03 -0.04 0.000
C -1.482129 -0.073708 1.628001 0.40 0.27 0.17 -0.040
C -2.325064 -1.154789 1.126891 -0.27 -0.10 0.12 -0.441
O -3.494658 -1.323415 1.393965 -0.03 -0.05 -0.09 0.096
O -1.638714 -1.994139 0.321550 0.23 0.30 0.15 -0.042
C -2.392190 -3.050106 -0.247020 -0.34 -0.27 0.01 -0.045
C -0.072164 0.029266 1.102967 -0.17 0.15 -0.12 -0.084
C -0.117427 0.680360 -0.279511 -0.37 -0.23 0.41 -0.414
O -1.119633 0.840966 -0.925259 0.00 0.13 -0.08 0.167
O 1.097636 1.038480 -0.688148 0.36 0.13 -0.13 0.029
C 1.184088 1.636977 -1.986114 -0.20 0.58 -0.34 -0.248
C 0.752695 3.097774 -1.951136 0.10 -0.30 0.04 -0.008
C 0.384914 0.849515 -3.037639 0.24 0.24 0.11 -0.319
O -0.156439 1.422382 -3.952493 0.09 -0.07 0.08 0.122
C 0.373247 -0.626105 -2.903717 -0.15 -0.59 -0.25 -0.146
C 1.366473 -1.344492 -2.240501 -0.09 0.19 -0.15 -0.015
C 1.283290 -2.722198 -2.158982 0.05 -0.17 0.03 -0.065
C 0.216638 -3.395119 -2.731824 0.07 -0.03 0.01 -0.093
C -0.772159 -2.687269 -3.396641 -0.04 -0.02 -0.05 -0.078
C -0.692747 -1.312000 -3.485462 0.11 0.12 0.06 -0.001
H 3.972504 -1.726557 0.476883 -0.02 0.03 0.01 0.090
H 4.435171 0.003237 0.555762 -0.01 -0.08 0.03 0.100
H 4.388154 -0.962150 2.042371 -0.01 -0.01 -0.12 0.098
H 0.680666 2.565744 4.762429 -0.07 0.00 0.07 0.093
H 2.063185 2.552985 3.649900 -0.08 0.08 0.05 0.069
H 0.762098 3.732779 3.438799 -0.04 0.10 -0.01 0.095
H -1.480613 2.555924 3.539875 0.06 -0.17 -0.10 0.148
H -3.601161 0.113278 3.553693 -0.04 0.01 0.03 0.098
H -4.052759 0.936685 2.087045 -0.05 0.03 0.05 0.094
H -3.535486 1.887554 3.499052 0.01 0.08 0.05 0.080
H -3.027710 -2.666302 -1.047815 0.03 -0.05 0.03 0.102
H -1.671215 -3.759127 -0.646043 -0.04 0.06 0.01 0.080
H -3.023008 -3.518334 0.512166 0.07 0.00 -0.12 0.094
H 0.348270 -0.968710 0.944980 -0.07 0.19 0.02 0.156
H 2.247399 1.564457 -2.249189 -0.16 -0.04 0.05 0.166
H -0.299433 3.159832 -1.683874 -0.04 0.03 -0.03 0.090
H 1.346614 3.644552 -1.222774 0.07 0.03 0.04 0.087
H 0.886008 3.533786 -2.936683 0.00 0.06 -0.03 0.087
H 2.209452 -0.837961 -1.796506 0.05 0.06 0.07 0.112
H 2.056326 -3.275451 -1.645785 0.07 -0.04 0.03 0.104
H 0.159566 -4.472247 -2.664293 0.00 -0.08 0.01 0.105
H -1.603574 -3.210613 -3.845390 -0.07 -0.04 -0.04 0.108
H -1.453296 -0.739476 -3.993935 -0.07 0.05 -0.05 0.124
```
Forces are in eV/Å.

Calculated values
Energy relative to the best compared isomer or geometry (same formula, charge and spin), kcal/mol: 0.0
Total charge: 0
Multiplicity: 1
Orbital gap, eV: 8.77
LUMO level, Eh: 0.01643
HOMO, eV: -8.327

In the order shown, the computed energy values come out to -2316.73421; -1053.01665; -4711.11555; -1395.51104 Ha.
In the order shown, the computed max |F| values come out to 0.59; 4.43; 0.46; 0.76 eV/Å.